{"formula": "C40H46P2RuSi", "method": "ωB97M-V/def2-TZVPD", "symbols": ["Ru", "C", "C", "C", "C", "C", "C", "C", "C", "C", "H", "H", "H", "H", "H", "H", "H", "H", "H", "H", "H", "H", "H", "H", "H", "P", "P", "C", "C", "C", "C", "C", "C", "C", "C", "C", "C", "C", "C", "C", "C", "C", "C", "C", "C", "C", "C", "C", "C", "C", "C", "C", "C", "H", "H", "H", "H", "H", "H", "H", "H", "H", "H", "H", "H", "H", "H", "H", "H", "H", "H", "H", "H", "H", "H", "C", "Si", "C", "C", "C", "C", "H", "H", "H", "H", "H", "H", "H", "H", "H"], "coordinates": [[3.3101, 2.0567, 0.6102], [4.9708, 0.7335, 0.0248], [3.7577, 0.1825, -0.4392], [3.1315, -1.0129, 0.2199], [2.2641, -0.6745, 1.4519], [2.3891, 0.7275, 1.9965], [3.6156, 1.1738, 2.5585], [4.8431, 0.2974, 2.5702], [5.6998, 0.2994, 1.2594], [1.7242, 3.2941, 0.7076], [5.6071, 1.2349, -0.7070], [3.5392, 0.3149, -1.5005], [3.9151, -1.7433, 0.4885], [2.4896, -1.5033, -0.5266], [1.2053, -0.8415, 1.2194], [2.5137, -1.3699, 2.2703], [1.4647, 1.2262, 2.3134], [3.5941, 1.9713, 3.3129], [4.5523, -0.7344, 2.8338], [5.4938, 0.6528, 3.3887], [6.5454, 0.9915, 1.4321], [6.1534, -0.7016, 1.1275], [1.9485, 4.2253, 0.1566], [1.4824, 3.5280, 1.7602], [0.8822, 2.7479, 0.2289], [-3.3784, -2.0492, -2.1617], [-4.5354, -1.3444, -0.0625], [-3.3735, -3.4625, -1.0303], [-4.2122, -3.1406, -0.0110], [-4.1678, -2.6897, -3.6580], [-4.1653, -4.0630, -3.9418], [-4.6120, -4.5080, -5.1869], [-5.1349, -3.5978, -6.1135], [-5.2383, -2.2385, -5.7834], [-4.7677, -1.7817, -4.5547], [-1.6550, -1.7040, -2.5360], [-0.8984, -1.0816, -1.5241], [0.4694, -0.9154, -1.7088], [1.1112, -1.4600, -2.8255], [0.3484, -2.0314, -3.8509], [-1.0389, -2.1336, -3.7235], [-6.3173, -1.3201, 0.3872], [-7.2501, -1.8108, -0.5570], [-8.4910, -2.2722, -0.1237], [-8.8381, -2.1879, 1.2306], [-7.9890, -1.5324, 2.1297], [-6.7446, -1.0583, 1.7005], [-3.6864, -0.8213, 1.4656], [-3.7998, 0.5195, 1.8791], [-3.5089, 0.8491, 3.2018], [-3.0745, -0.1365, 4.1019], [-2.8086, -1.4302, 3.6375], [-3.0696, -1.7631, 2.3071], [-2.7813, -4.3615, -1.2153], [-4.6757, -3.7751, 0.7502], [-3.8002, -4.7746, -3.2056], [-4.5380, -5.5685, -5.4322], [-5.4637, -3.9469, -7.0961], [-5.6822, -1.5324, -6.4913], [-4.8493, -0.7306, -4.2732], [-1.3884, -0.7442, -0.6078], [1.0248, -0.3336, -0.9707], [2.2033, -1.4361, -2.8981], [0.8404, -2.4079, -4.7518], [-1.6394, -2.5756, -4.5243], [-6.9739, -1.8588, -1.6126], [-9.1949, -2.7107, -0.8335], [-9.7810, -2.6080, 1.5840], [-8.2789, -1.3980, 3.1772], [-6.0944, -0.5304, 2.4011], [-4.1425, 1.2734, 1.1707], [-3.6321, 1.8733, 3.5413], [-2.9342, 0.1053, 5.1524], [-2.4185, -2.1868, 4.3147], [-2.8597, -2.7691, 1.9397], [8.3872, 3.7442, 1.8087], [7.1676, 5.0491, 1.1737], [6.9859, 6.3875, 2.4857], [7.8045, 5.7907, -0.4386], [5.4919, 4.3207, 0.8726], [4.5035, 3.5495, 0.7595], [9.3845, 4.1833, 1.9928], [8.5087, 2.9210, 1.0868], [8.0321, 3.3052, 2.7554], [7.8873, 7.0042, 2.6368], [6.1629, 7.0534, 2.1941], [6.7193, 5.9407, 3.4529], [7.9682, 5.0093, -1.1936], [7.0452, 6.4780, -0.8369], [8.7455, 6.3498, -0.3147]], "atomic_forces_ev_per_a": [[-0.93, 0.76, 0.07], [0.67, -1.54, -1.67], [1.95, 0.02, 0.15], [-0.35, -0.56, 0.18], [-0.44, -0.46, 0.22], [0.22, 0.08, 0.99], [-0.93, -0.27, 0.10], [0.62, -0.16, 0.36], [0.27, 0.39, 0.92], [-0.60, 1.10, -0.09], [-0.33, 0.14, 0.15], [-0.06, 0.37, 0.15], [-0.20, 0.36, -0.09], [0.45, 0.01, 0.41], [0.22, -0.04, 0.00], [-0.18, 0.11, -0.21], [0.36, -0.29, 0.04], [-0.04, -0.10, -0.53], [-0.01, 0.36, -0.14], [-0.27, -0.26, -0.37], [-0.42, -0.30, -0.26], [-0.29, 0.34, -0.15], [-0.37, -0.44, 0.34], [0.05, -0.01, -0.44], [0.46, 0.08, 0.22], [0.54, -0.78, -1.08], [-1.19, -0.12, 1.54], [-0.57, 0.69, 0.89], [0.50, -0.14, -1.15], [-0.44, 0.12, -0.22], [0.06, 0.23, -0.32], [-0.09, 0.14, 0.01], [0.14, 0.13, 0.19], [-0.06, -0.13, -0.06], [0.33, -0.33, 0.16], [0.58, -0.03, -0.04], [-0.11, -0.13, -0.57], [-0.09, 0.09, 0.07], [-0.31, 0.13, -0.11], [0.10, -0.04, 0.09], [0.08, 0.11, 0.21], [-0.57, 0.24, -0.07], [0.44, -0.13, 0.39], [-0.05, 0.12, 0.12], [0.23, 0.20, 0.05], [-0.01, 0.09, -0.20], [0.05, -0.37, -0.01], [0.41, 0.24, 0.08], [0.02, -0.45, 0.13], [0.17, -0.19, 0.06], [-0.04, -0.10, -0.52], [0.03, 0.30, -0.10], [-0.42, 0.17, 0.10], [-0.52, 0.01, 0.18], [0.49, 0.04, -0.16], [0.03, 0.07, -0.26], [-0.12, 0.32, 0.06], [0.08, 0.13, 0.39], [0.16, -0.30, 0.27], [0.07, -0.21, -0.22], [0.17, 0.04, -0.23], [-0.19, -0.32, -0.23], [-0.42, 0.13, -0.12], [-0.19, 0.11, 0.34], [0.25, 0.15, 0.30], [-0.07, -0.20, 0.26], [0.26, 0.18, 0.18], [0.26, 0.18, -0.15], [0.06, -0.04, -0.47], [-0.17, -0.37, -0.16], [-0.11, -0.11, 0.27], [-0.02, -0.14, -0.04], [0.05, -0.01, -0.21], [-0.05, 0.16, -0.13], [-0.13, 0.28, 0.26], [-0.45, -0.41, -0.05], [1.78, 1.14, 0.23], [-0.39, -0.08, -0.01], [-0.37, -0.17, -0.05], [-1.24, -1.37, 0.07], [1.69, 1.08, -0.11], [-0.51, -0.02, -0.15], [0.05, 0.23, 0.18], [0.15, 0.15, -0.24], [-0.25, -0.36, -0.23], [0.19, 0.00, 0.14], [0.05, 0.11, -0.17], [-0.01, 0.18, 0.14], [0.23, -0.07, 0.02], [-0.34, -0.23, 0.12]], "lowdin_charge": [1.2316, -0.2197, -0.2132, -0.1770, -0.1756, -0.2587, -0.1939, -0.1483, -0.1544, -0.2088, 0.1212, 0.1188, 0.1338, 0.0794, 0.1045, 0.1258, 0.1103, 0.1309, 0.1216, 0.1269, 0.1102, 0.1395, 0.0218, 0.0373, 0.0347, 0.9976, 1.0123, -0.2465, -0.2664, -0.3790, -0.0832, -0.0558, -0.0484, -0.0607, -0.0891, -0.3459, -0.0811, -0.0945, -0.0621, -0.0497, -0.0544, -0.3450, -0.0925, -0.0642, -0.0558, -0.0560, -0.0728, -0.3864, -0.1076, -0.0684, -0.0560, -0.0601, -0.0846, 0.0969, 0.1088, 0.0975, 0.1174, 0.1193, 0.1183, 0.1099, 0.0952, 0.0759, 0.1099, 0.1205, 0.1141, 0.1029, 0.1164, 0.1169, 0.1181, 0.0995, 0.1157, 0.1130, 0.1138, 0.1135, 0.0966, -0.1827, 0.4535, -0.1837, -0.1849, -0.0763, -0.1988, 0.0501, 0.0257, 0.0305, 0.0487, 0.0347, 0.0348, 0.0336, 0.0358, 0.0463], "gap_ev": [5.5, 6.0], "e_lumo_ev": [-6.23, -7.54], "e_above_lowest_kcal_mol": 7.6, "s2": 6.062, "total_energy_ev": -71242.545, "total_charge": 2, "max_force_ev_per_a": 2.37, "multiplicity": 5}